No. 1
18
Properties=species:S:1:pos:R:3:forces:R:3 method="wB97M-V/def2-TZVPD" orbital_gap_ev=7.70 spin_multiplicity=1 mol_weight_g_mol=120.13 lumo_ev=4.12 fmax_ev_per_a=4.09 total_charge=-1 relative_energy_kj_mol=306.32 energy_ha=-438.8686
O 2.1442 0.2906 -0.0517 2.8374 1.1926 0.6000
C 1.0712 0.4462 -0.6145 -2.4394 -0.3412 -0.2369
C -0.0854 1.4016 -0.0215 -0.1184 -0.7767 0.5915
C 0.2961 1.8490 1.4011 1.3828 0.2873 -1.6314
N -1.3282 0.6254 -0.0669 0.1363 -0.5661 -0.1369
C -0.9481 -0.7064 -0.6752 -2.8655 2.6131 -1.2846
O 0.3426 -0.9660 -0.4429 -1.0561 -1.3727 0.4652
H 0.9064 0.5216 -1.7137 0.7786 0.1262 -0.5102
H -0.2839 2.2059 -0.7424 0.7599 0.4207 0.3842
H -0.0569 2.8640 1.5490 -0.4084 -0.0629 0.7931
H 1.3992 1.8903 1.3676 -0.1661 0.1915 0.0513
H 0.1342 1.0869 2.1606 -0.7079 0.2194 0.0677
H -1.7278 0.5282 0.8587 0.3022 -0.2974 0.0099
H -1.8213 -1.3110 -0.3757 0.9730 -0.9944 0.3005
H -1.1572 -0.5048 -1.7730 0.3780 -0.4220 0.4383
H 0.0510 -2.7315 -0.5365 0.2895 -0.6597 0.3659
H 0.9879 -3.7952 -0.0269 0.2558 -0.0134 0.1195
O 0.0760 -3.6948 -0.2961 -0.3317 0.4558 -0.3871

***

No. 2
44
Properties=species:S:1:pos:R:3:forces:R:3 method="wB97M-V/def2-TZVPD" orbital_gap_ev=8.18 spin_multiplicity=1 mol_weight_g_mol=601.32 lumo_ev=2.78 fmax_ev_per_a=3.56 total_charge=-1 energy_ha=-1987.4324
Au 0.8595 0.7758 -0.1342 -0.5988 0.5112 0.4654
C -5.0685 5.4625 -0.6679 -0.4159 -0.7304 1.4400
C -4.1851 4.2984 -0.9700 1.2116 -1.5264 -0.8213
C -4.4033 3.2317 -1.8628 -0.8857 0.9705 0.0945
C -3.3511 2.3286 -1.7082 1.4835 0.9189 1.1038
N -2.4855 2.8017 -0.8145 0.3860 0.4222 0.4698
N -2.9579 4.0013 -0.3815 -1.3829 0.5507 0.0420
C -3.0498 1.0447 -2.3879 1.2247 -0.4638 -1.3775
H -4.6182 6.1347 0.0837 -0.1619 -0.1356 -0.4839
H -6.0047 5.0498 -0.2088 0.6626 0.4730 -0.2777
H -5.3724 5.9935 -1.5507 0.0857 0.3820 -0.3977
H -5.2069 3.1109 -2.5951 0.1396 0.2428 0.5319
H -2.4947 4.5635 0.3825 -0.5798 -1.4138 -1.4162
H -2.1376 0.4847 -1.9500 -1.6336 1.0089 -0.5572
H -2.8369 1.2501 -3.5082 -0.2790 -0.4119 1.6951
H -3.9520 0.4355 -2.3431 0.1820 -0.3775 -0.0689
F -0.1376 3.3004 1.0336 0.0994 -0.0761 0.8372
C 0.3192 2.0612 1.4247 -1.0660 -2.6225 -2.1566
F 1.3797 2.1857 2.2257 0.8079 1.1720 1.3395
C -0.7910 1.3259 2.2987 0.2645 0.6682 -0.5481
F -1.3814 2.1672 3.1760 0.3145 -0.0597 0.4646
F -1.8177 0.8210 1.5885 0.9159 -0.0821 0.2195
F -0.1791 0.3193 2.9991 -0.8070 0.6764 -0.4660
O 4.4156 -1.0004 -0.1884 -0.2111 -1.5733 0.3728
H 3.6516 -1.2596 -0.7358 0.1344 0.5961 -0.0339
H 4.4650 -1.8160 0.3757 0.1444 1.2439 -0.5596
C 4.9683 -4.3272 1.8565 0.3880 -0.0801 1.2946
C 3.6885 -3.9547 1.1810 -0.8781 1.1909 -0.1221
C 2.8949 -2.9135 1.7227 -1.3936 -0.6378 -0.8744
C 1.7656 -2.3977 1.0322 0.8708 0.1429 0.2993
C 1.4759 -2.9076 -0.2306 -0.7572 -0.1440 0.0126
C 2.1200 -4.0611 -0.7081 0.4196 0.5928 -0.1140
C 3.2696 -4.5093 -0.0225 -0.6030 -0.0451 -0.6412
S 0.4242 -1.9610 -1.4053 0.1265 0.8297 -1.2961
O 1.2705 -0.7110 -1.5894 0.1023 -0.4349 0.4769
O 0.4985 -2.7315 -2.6324 -0.2445 -0.1900 0.5403
O -0.9043 -1.5680 -0.9567 0.8643 -1.0235 0.4485
H 5.8783 -4.2636 1.2469 -0.3636 0.2662 -0.1800
H 4.9716 -5.3732 2.2300 -0.1914 0.5807 -0.0103
H 5.0794 -3.6151 2.7193 0.2064 -0.9011 -0.6263
H 3.0601 -2.5291 2.7069 0.4927 0.2448 0.3889
H 1.2085 -1.5176 1.4324 0.5169 -0.8428 -0.3370
H 1.7682 -4.4744 -1.6774 0.5696 0.3170 0.8167
H 3.9029 -5.2564 -0.4864 -0.1605 -0.2295 0.0119

***

No. 3
76
Properties=species:S:1:pos:R:3:forces:R:3 method="wB97M-V/def2-TZVPD" orbital_gap_ev=5.57 spin_multiplicity=1 mol_weight_g_mol=922.89 lumo_ev=-4.12 fmax_ev_per_a=3.44 total_charge=+1 relative_energy_kj_mol=388.92 energy_ha=-5433.1517
Ir 0.3120 -0.1813 0.1356 1.1153 -2.1064 1.8636
C 1.2381 -3.0616 -1.0996 0.0777 0.0027 -0.3048
N 0.5291 -2.7017 0.1374 -0.7656 1.3334 -0.2611
C 1.1291 -3.1548 1.3874 0.0895 0.0515 0.4501
C 2.1440 -2.1329 1.8032 -0.1658 -0.1752 -0.0240
N 2.1948 -0.9663 1.2045 -1.6884 1.0122 -0.5648
C 3.2952 -0.3088 1.6914 0.7690 0.0399 0.5812
C 3.8713 0.8874 1.2895 -0.0431 -0.0952 0.0569
C 5.0098 1.2939 1.9488 -0.0759 0.0520 -0.0956
C 5.5720 0.5197 2.9675 0.0057 -0.2096 0.0873
C 5.0447 -0.7043 3.3376 0.0301 -0.0248 0.0602
C 3.8973 -1.1179 2.6765 -0.0003 0.8162 -0.4925
N 3.1389 -2.2735 2.7138 -0.3569 -0.1278 -0.2991
C 1.0876 -1.9366 -2.0754 -0.2451 -0.3657 -0.5041
N 1.3671 -0.6975 -1.7274 -0.7277 0.4708 1.3521
C 0.9696 0.1020 -2.7731 -0.3847 0.1135 -1.1610
C 0.9534 1.4891 -2.8805 -0.0546 -0.2243 -0.0124
C 0.3902 2.0256 -4.0192 0.1436 0.0132 0.1122
C -0.1239 1.2113 -5.0320 -0.1121 -0.1824 -0.0531
C -0.1054 -0.1687 -4.9452 0.0248 -0.0581 -0.1061
C 0.4471 -0.7166 -3.7967 0.3019 0.9581 0.2990
N 0.5682 -2.0070 -3.3249 0.4576 -0.2146 0.7801
H 0.8410 -3.9871 -1.5274 0.0987 0.0319 0.0979
H 2.3000 -3.1936 -0.8784 -0.0630 -0.0098 -0.0146
H -0.4347 -3.0087 0.0630 -0.2101 0.0915 0.0454
H 1.6053 -4.1419 1.2930 -0.1334 0.1387 -0.0085
H 0.3399 -3.2256 2.1431 0.0527 -0.0405 -0.0945
H 3.4480 1.4323 0.4639 -0.0302 0.1653 -0.0374
H 5.4835 2.2210 1.6668 0.0198 0.0853 -0.0099
H 6.4639 0.8748 3.4585 0.0905 0.0172 0.0716
H 5.5156 -1.3118 4.0947 0.0518 -0.0402 0.0819
H 3.2900 -3.0569 3.3294 -0.0580 -0.0409 -0.1464
H 1.3417 2.1055 -2.0857 0.0220 0.1180 0.1045
H 0.3469 3.0973 -4.1342 -0.0082 0.0961 -0.0119
H -0.5677 1.6788 -5.8977 -0.0027 -0.0044 -0.1000
H -0.5129 -0.7861 -5.7317 -0.0544 -0.0399 -0.0551
H 0.2385 -2.8426 -3.7798 0.0064 -0.0490 0.0461
O 2.5608 3.7995 1.3487 0.4683 -0.4226 -0.7268
C 1.7283 4.1724 2.3206 -1.0479 0.0690 0.7439
C 2.0958 5.2400 3.1452 0.1174 -0.1585 -0.3010
C 1.2410 5.7021 4.1184 -0.1779 -0.2005 -0.0552
C 0.0024 5.0901 4.3157 0.0888 0.0804 0.0998
C -0.3504 3.9979 3.5587 0.0549 0.0513 -0.1307
C 0.4954 3.5181 2.5521 0.8123 0.6595 -0.1746
C 0.1483 2.3176 1.7985 -2.8480 -1.2439 1.4834
O 0.8089 1.9616 0.7627 0.7519 -2.3304 -2.3873
N -0.8724 1.6127 2.2643 1.1148 2.5001 0.6313
N -1.0071 0.3758 1.8036 0.2399 -2.2981 -2.1657
C -2.1746 -0.1815 2.0027 0.4967 0.4434 -0.1012
S -3.5739 0.7629 2.4065 0.1549 -0.2012 0.4455
C -4.6495 -0.6798 2.7403 0.3834 0.2713 0.1549
C -4.1987 -1.8022 1.8373 0.2091 -0.1365 -0.4234
S -2.3742 -1.8976 1.9219 -0.3424 -0.1481 -0.0245
H 2.1416 3.0555 0.8573 0.1677 0.4336 0.2691
H 3.0618 5.6891 2.9834 0.1247 0.1286 -0.0512
H 1.5294 6.5435 4.7292 0.0501 0.0774 0.0619
H -0.6637 5.4653 5.0758 -0.1033 0.0046 0.0654
H -1.2928 3.4981 3.7113 -0.0746 -0.0632 0.0514
H -5.6728 -0.3839 2.5135 0.0158 0.0100 0.0102
H -4.5614 -0.9274 3.7999 -0.0707 -0.0470 -0.1117
H -4.4363 -1.5732 0.7972 -0.0785 -0.1128 0.1397
H -4.6031 -2.7706 2.1259 0.0265 -0.0015 0.0421
Br -2.2797 -3.8312 -1.6440 -0.1443 -0.2748 -0.0604
C -3.0695 -2.6783 -2.9448 0.1206 0.1613 -0.0906
C -3.5804 -3.2458 -4.0989 0.0278 -0.1663 0.0523
C -4.1608 -2.4242 -5.0493 0.0102 0.0520 -0.0131
C -4.2087 -1.0553 -4.8462 -0.0072 0.0598 0.0208
C -3.6990 -0.5042 -3.6832 -0.0121 -0.0377 0.0219
C -3.1248 -1.3133 -2.7129 0.2741 -0.0040 0.4929
C -2.6035 -0.7066 -1.4068 -1.7804 -0.0491 -0.2091
O -3.4044 -0.2278 -0.6218 0.2033 0.2195 -0.2313
O -1.3526 -0.8276 -1.2822 2.6889 0.9817 0.8419
H -3.5375 -4.3137 -4.2527 -0.0030 -0.0694 0.0430
H -4.5844 -2.8555 -5.9423 -0.0052 -0.0660 -0.1065
H -4.6573 -0.4169 -5.5904 -0.0554 0.0850 -0.0798
H -3.7494 0.5593 -3.5117 -0.0274 0.1442 0.0393

***

Please write out number 2 again, unchanged.
44
Properties=species:S:1:pos:R:3:forces:R:3 method="wB97M-V/def2-TZVPD" orbital_gap_ev=8.18 spin_multiplicity=1 mol_weight_g_mol=601.32 lumo_ev=2.78 fmax_ev_per_a=3.56 total_charge=-1 energy_ha=-1987.4324
Au 0.8595 0.7758 -0.1342 -0.5988 0.5112 0.4654
C -5.0685 5.4625 -0.6679 -0.4159 -0.7304 1.4400
C -4.1851 4.2984 -0.9700 1.2116 -1.5264 -0.8213
C -4.4033 3.2317 -1.8628 -0.8857 0.9705 0.0945
C -3.3511 2.3286 -1.7082 1.4835 0.9189 1.1038
N -2.4855 2.8017 -0.8145 0.3860 0.4222 0.4698
N -2.9579 4.0013 -0.3815 -1.3829 0.5507 0.0420
C -3.0498 1.0447 -2.3879 1.2247 -0.4638 -1.3775
H -4.6182 6.1347 0.0837 -0.1619 -0.1356 -0.4839
H -6.0047 5.0498 -0.2088 0.6626 0.4730 -0.2777
H -5.3724 5.9935 -1.5507 0.0857 0.3820 -0.3977
H -5.2069 3.1109 -2.5951 0.1396 0.2428 0.5319
H -2.4947 4.5635 0.3825 -0.5798 -1.4138 -1.4162
H -2.1376 0.4847 -1.9500 -1.6336 1.0089 -0.5572
H -2.8369 1.2501 -3.5082 -0.2790 -0.4119 1.6951
H -3.9520 0.4355 -2.3431 0.1820 -0.3775 -0.0689
F -0.1376 3.3004 1.0336 0.0994 -0.0761 0.8372
C 0.3192 2.0612 1.4247 -1.0660 -2.6225 -2.1566
F 1.3797 2.1857 2.2257 0.8079 1.1720 1.3395
C -0.7910 1.3259 2.2987 0.2645 0.6682 -0.5481
F -1.3814 2.1672 3.1760 0.3145 -0.0597 0.4646
F -1.8177 0.8210 1.5885 0.9159 -0.0821 0.2195
F -0.1791 0.3193 2.9991 -0.8070 0.6764 -0.4660
O 4.4156 -1.0004 -0.1884 -0.2111 -1.5733 0.3728
H 3.6516 -1.2596 -0.7358 0.1344 0.5961 -0.0339
H 4.4650 -1.8160 0.3757 0.1444 1.2439 -0.5596
C 4.9683 -4.3272 1.8565 0.3880 -0.0801 1.2946
C 3.6885 -3.9547 1.1810 -0.8781 1.1909 -0.1221
C 2.8949 -2.9135 1.7227 -1.3936 -0.6378 -0.8744
C 1.7656 -2.3977 1.0322 0.8708 0.1429 0.2993
C 1.4759 -2.9076 -0.2306 -0.7572 -0.1440 0.0126
C 2.1200 -4.0611 -0.7081 0.4196 0.5928 -0.1140
C 3.2696 -4.5093 -0.0225 -0.6030 -0.0451 -0.6412
S 0.4242 -1.9610 -1.4053 0.1265 0.8297 -1.2961
O 1.2705 -0.7110 -1.5894 0.1023 -0.4349 0.4769
O 0.4985 -2.7315 -2.6324 -0.2445 -0.1900 0.5403
O -0.9043 -1.5680 -0.9567 0.8643 -1.0235 0.4485
H 5.8783 -4.2636 1.2469 -0.3636 0.2662 -0.1800
H 4.9716 -5.3732 2.2300 -0.1914 0.5807 -0.0103
H 5.0794 -3.6151 2.7193 0.2064 -0.9011 -0.6263
H 3.0601 -2.5291 2.7069 0.4927 0.2448 0.3889
H 1.2085 -1.5176 1.4324 0.5169 -0.8428 -0.3370
H 1.7682 -4.4744 -1.6774 0.5696 0.3170 0.8167
H 3.9029 -5.2564 -0.4864 -0.1605 -0.2295 0.0119